1.
C3H2N2O | ωB97M-V/def2-TZVPD

**ΔE to the lowest compared entry with this formula, charge and spin**: 115.9 kcal per mole
**Molecular weight**: 82.06 g mol⁻¹

Geometry as XYZ:
```
8
C3H2N2O | OMol25 | ωB97M-V/def2-TZVPD
C -0.128 -0.307 0.530
C -0.784 -0.260 -0.584
C 3.415 -0.065 -0.136
N 1.121 -0.545 0.094
N 2.289 0.183 0.261
O 4.582 0.034 -0.276
H -0.581 -0.024 1.532
H -0.452 -0.652 -1.536
```

These are the Löwdin partial charges, in e, on atoms 1 to 6: -0.32 0.15 -0.26 0.00 0.11 0.16

***

2.
C12H21AlBCaClF7N2O11S3 | ωB97M-V/def2-TZVPD

**ΔE to the lowest compared entry with this formula, charge and spin**: 116.1 kcal per mole
**2S+1**: 2
**Molecular weight**: 711.82 g mol⁻¹

Geometry as XYZ:
```
60
C12H21AlBCaClF7N2O11S3 | OMol25 | ωB97M-V/def2-TZVPD
C 2.416 -3.276 -0.406
O 1.988 -3.081 -1.784
B 1.426 -1.789 -2.000
O 2.340 -0.795 -2.583
C -0.169 -1.416 -1.672
C -0.143 -0.798 -0.148
C -1.676 -0.577 0.262
C -2.291 0.581 -0.652
C -1.655 0.040 1.773
N -2.492 -1.823 0.347
O -1.998 -2.484 1.389
C -2.440 -2.663 -0.881
C -2.813 -4.173 -0.392
C -3.590 -2.301 -1.967
C -1.007 -2.778 -1.577
H 1.833 -4.114 0.101
H 3.517 -3.561 -0.418
H 2.322 -2.296 0.165
H 1.845 0.070 -2.602
H -0.579 -0.665 -2.452
H 0.502 0.135 -0.083
H 0.286 -1.600 0.553
H -1.738 1.570 -0.591
H -2.363 0.284 -1.759
H -3.379 0.752 -0.323
H -2.677 -0.073 2.259
H -1.477 1.174 1.660
H -0.805 -0.375 2.395
H -3.087 -4.736 -1.338
H -1.900 -4.698 0.046
H -3.658 -4.158 0.405
H -4.509 -2.908 -1.636
H -3.338 -2.682 -3.010
H -3.912 -1.216 -1.937
H -1.180 -3.146 -2.651
H -0.412 -3.616 -1.068
Cl -4.824 -5.270 -0.221
Ca -6.820 -6.032 0.382
O 5.674 -1.102 -2.442
S 5.844 -0.885 -3.889
O 7.283 -0.733 -4.194
O 5.116 0.322 -4.304
O 5.328 -2.057 -4.625
Al 0.447 0.626 -2.720
C 1.781 7.116 4.015
F 1.281 8.227 4.584
F 2.556 7.524 2.989
F 2.617 6.564 4.917
S 0.480 5.953 3.477
O -0.298 6.715 2.509
O -0.227 5.614 4.696
N 1.455 4.838 2.899
S 0.710 3.573 2.299
O -0.014 3.780 1.059
O 0.045 2.704 3.252
C 2.203 2.651 1.805
F 3.011 2.382 2.849
F 2.957 3.331 0.922
F 1.908 1.465 1.233
F -1.701 5.883 1.084
```

These are the Löwdin partial charges, in e, on atoms 1 to 6: -0.04 0.00 -0.51 0.12 -0.23 -0.06

***

3.
C7H8 | ωB97M-V/def2-TZVPD

**ΔE to the lowest compared entry with this formula, charge and spin**: 167.5 kcal per mole
**Molecular weight**: 92.14 g mol⁻¹

Geometry as XYZ:
```
15
C7H8 | OMol25 | ωB97M-V/def2-TZVPD
C 1.050 0.980 -0.617
C 0.361 -0.307 -0.263
C -1.149 -0.347 -0.425
C -1.851 0.686 0.348
C -2.394 1.536 1.005
C 1.053 -1.384 0.270
C 2.094 -2.048 0.703
H 0.558 1.450 -1.478
H 0.991 1.696 0.211
H 2.105 0.799 -0.839
H 0.280 -1.122 1.117
H -1.363 -0.206 -1.494
H -1.528 -1.339 -0.156
H -2.889 2.283 1.586
H 2.683 -2.677 0.032
```

These are the Löwdin partial charges, in e, on atoms 1 to 6: -0.03 -0.28 -0.19 -0.14 0.12 -0.28

***

4.
C17H20N2O3S | ωB97M-V/def2-TZVPD

**ΔE to the lowest compared entry with this formula, charge and spin**: 27.4 kcal per mole
**Molecular weight**: 332.42 g mol⁻¹
**Structure (SMILES)**: CN(c1ccc(C(=O)NCCc2ccccc2)cc1)S(C)(=O)=O

Geometry as XYZ:
```
43
C17H20N2O3S | OMol25 | ωB97M-V/def2-TZVPD
C 3.244 -0.888 -2.889
N 2.060 -0.100 -2.641
C 1.083 -0.564 -1.767
C -0.109 0.147 -1.598
C -1.065 -0.293 -0.709
C -0.870 -1.443 0.052
C 0.294 -2.175 -0.146
C 1.254 -1.748 -1.044
H 2.139 -2.348 -1.177
H 0.456 -3.105 0.380
C -1.917 -1.782 1.052
O -3.079 -1.455 0.916
N -1.475 -2.472 2.144
H -0.479 -2.576 2.257
C -2.245 -2.451 3.366
H -2.198 -3.431 3.849
H -3.276 -2.240 3.073
C -1.728 -1.354 4.318
C -1.571 -0.071 3.552
C -2.675 0.724 3.269
C -2.548 1.844 2.468
C -1.316 2.185 1.936
C -0.208 1.407 2.221
C -0.337 0.286 3.023
H 0.534 -0.317 3.239
H 0.760 1.667 1.817
H -1.220 3.054 1.302
H -3.416 2.447 2.249
H -3.641 0.454 3.668
H -2.438 -1.235 5.137
H -0.765 -1.660 4.736
H -1.985 0.255 -0.579
H -0.288 1.030 -2.187
S 2.174 1.547 -2.989
O 0.964 2.020 -3.583
O 3.389 1.736 -3.720
C 2.362 2.308 -1.355
H 2.360 3.381 -1.497
H 3.309 1.979 -0.949
H 1.531 2.002 -0.733
H 3.835 -1.040 -1.980
H 3.842 -0.338 -3.611
H 2.968 -1.854 -3.313
```

These are the Löwdin partial charges, in e, on atoms 1 to 6: -0.08 -0.22 -0.26 -0.02 0.00 -0.14

***

5.
CH5OP | ωB97M-V/def2-TZVPD

**ΔE to the lowest compared entry with this formula, charge and spin**: 82.5 kcal per mole
**Molecular weight**: 64.02 g mol⁻¹

Geometry as XYZ:
```
8
CH5OP | OMol25 | ωB97M-V/def2-TZVPD
C 0.248 -1.054 1.450
O -0.432 0.529 -1.978
P 0.100 1.580 -0.808
H -0.361 -0.204 1.779
H 1.027 -1.396 2.019
H 0.552 -1.316 0.357
H 0.054 0.147 -2.713
H -1.187 1.714 -0.106
```

These are the Löwdin partial charges, in e, on atoms 1 to 6: 0.04 -0.53 0.69 -0.03 -0.07 0.01

***

6.
C4H7NO2 | ωB97M-V/def2-TZVPD

**ΔE to the lowest compared entry with this formula, charge and spin**: 36.2 kcal per mole
**Molecular weight**: 101.10 g mol⁻¹
**Structure (SMILES)**: [H]/N=C(\C)OCC=O

Geometry as XYZ:
```
14
C4H7NO2 | OMol25 | ωB97M-V/def2-TZVPD
C -2.223 -0.119 -0.056
C -0.740 0.104 -0.185
N -0.106 0.839 -1.001
O -0.073 -0.644 0.713
C 1.346 -0.757 0.570
C 2.120 0.502 0.143
O 2.441 1.352 0.938
H -2.534 0.003 0.984
H -2.793 0.562 -0.692
H -2.446 -1.150 -0.351
H -0.720 1.396 -1.587
H 1.704 -1.036 1.567
H 1.555 -1.572 -0.137
H 2.468 0.519 -0.906
```

These are the Löwdin partial charges, in e, on atoms 1 to 6: 0.00 -0.48 0.17 -0.04 -0.12 -0.28

***

7.
C37H43ClFeN7O3SeSi | ωB97M-V/def2-TZVPD

**ΔE to the lowest compared entry with this formula, charge and spin**: 18.0 kcal per mole
**2S+1**: 5
**Molecular weight**: 832.14 g mol⁻¹
**Total charge**: -1

Geometry as XYZ:
```
94
C37H43ClFeN7O3SeSi | OMol25 | ωB97M-V/def2-TZVPD
Fe 1.273 0.116 -2.580
O 1.090 -4.059 -1.829
C 0.961 -2.926 -2.314
N 1.880 -2.028 -2.655
C 3.238 -2.320 -2.712
C 3.773 -3.609 -2.802
C 5.135 -3.803 -2.964
C 5.989 -2.712 -3.025
C 5.484 -1.425 -2.926
C 4.110 -1.205 -2.776
N 3.497 0.041 -2.770
C 4.160 1.173 -2.556
O 5.327 1.358 -2.177
C 3.309 2.390 -2.838
C 3.870 3.652 -2.701
C 3.113 4.768 -3.010
C 1.809 4.584 -3.447
C 1.322 3.292 -3.537
N 2.050 2.215 -3.251
C -0.438 -2.433 -2.600
C -1.521 -3.258 -2.327
C -2.797 -2.825 -2.646
C -2.948 -1.577 -3.230
C -1.814 -0.812 -3.448
N -0.585 -1.225 -3.149
H 3.105 -4.455 -2.747
H 5.529 -4.810 -3.042
H 7.056 -2.861 -3.150
H 6.147 -0.576 -2.968
H 4.891 3.717 -2.353
H 3.528 5.763 -2.907
H 1.174 5.422 -3.701
H 0.299 3.110 -3.839
H -1.324 -4.219 -1.873
H -3.658 -3.449 -2.439
H -3.922 -1.193 -3.500
H -1.895 0.182 -3.868
C 1.926 -2.415 2.383
C 0.620 -2.521 3.198
C 0.870 -3.531 4.334
C -0.476 -3.104 2.298
C 0.195 -1.131 3.803
O 1.299 -0.492 4.432
C -0.903 -1.337 4.880
C -1.433 -0.069 5.577
C -2.667 0.574 4.983
C -3.824 -0.175 4.789
C -5.000 0.413 4.355
C -5.029 1.777 4.114
Cl -6.520 2.529 3.652
C -3.886 2.542 4.271
C -2.717 1.936 4.707
C -0.300 -0.117 2.751
N 0.587 0.082 1.629
C 0.404 -0.286 0.359
N 1.459 0.053 -0.354
C 2.250 0.708 0.537
N 1.752 0.752 1.747
H 2.383 -3.401 2.290
H 2.644 -1.747 2.858
H 1.753 -2.056 1.371
H 1.299 -4.439 3.911
H -0.052 -3.810 4.844
H 1.579 -3.156 5.079
H -0.159 -4.086 1.941
H -0.652 -2.485 1.420
H -1.421 -3.229 2.831
H 1.782 -1.142 4.952
H -0.442 -1.945 5.658
H -1.734 -1.909 4.465
H -0.620 0.655 5.656
H -1.702 -0.353 6.599
H -3.823 -1.236 5.010
H -5.897 -0.176 4.221
H -3.913 3.604 4.065
H -1.830 2.545 4.847
H -0.395 0.845 3.247
H -1.274 -0.409 2.362
H -0.456 -0.820 -0.011
H 3.212 1.119 0.277
C -3.786 3.652 -1.309
Si -2.542 3.078 -2.613
C -3.531 2.176 -3.962
C -1.840 4.621 -3.473
Se -1.008 1.838 -1.561
H -4.570 4.292 -1.724
H -3.266 4.200 -0.521
H -4.255 2.781 -0.848
H -4.364 2.802 -4.296
H -3.941 1.236 -3.587
H -2.909 1.955 -4.833
H -2.642 5.326 -3.713
H -1.337 4.357 -4.407
H -1.117 5.127 -2.829
```

These are the Löwdin partial charges, in e, on atoms 1 to 6: 0.76 -0.01 -0.50 0.04 -0.21 -0.03

***

8.
CH3BO4 | ωB97M-V/def2-TZVPD

**ΔE to the lowest compared entry with this formula, charge and spin**: 58.7 kcal per mole
**Molecular weight**: 89.84 g mol⁻¹
**Structure (SMILES)**: O=BO.O=CO

Geometry as XYZ:
```
9
CH3BO4 | OMol25 | ωB97M-V/def2-TZVPD
B 2.289 -0.041 0.224
C -1.273 0.223 -0.017
O -1.255 1.386 0.004
O 3.460 0.129 -0.303
O -1.571 -0.574 -1.146
O 1.212 -0.464 0.602
H -1.345 -0.559 0.756
H 4.258 0.508 0.035
H -1.725 -1.463 -1.049
```

These are the Löwdin partial charges, in e, on atoms 1 to 6: -0.48 -0.39 0.13 0.27 0.05 0.14

***

9.
C2H7N | ωB97M-V/def2-TZVPD

**ΔE to the lowest compared entry with this formula, charge and spin**: 21.3 kcal per mole
**Molecular weight**: 45.08 g mol⁻¹
**Structure (SMILES)**: CNC

Geometry as XYZ:
```
10
C2H7N | OMol25 | ωB97M-V/def2-TZVPD
C -0.346 0.831 0.874
C 0.508 -0.914 -0.713
H 0.654 1.205 0.636
H -0.248 0.484 1.898
H -1.139 1.616 0.731
H -1.350 0.013 -0.661
H 0.144 -1.044 -1.749
H 0.956 -1.739 -0.187
H 1.389 -0.202 -0.844
N -0.567 -0.250 0.015
```

These are the Löwdin partial charges, in e, on atoms 1 to 6: -0.19 -0.15 0.06 0.07 0.10 0.12